No. 1
A 12-piece molecular cluster, C39H99N15O15 overall. Source: the Open Molecules 2025 dataset; level of theory: wB97M-V/def2-TZVPD.

Calculated values
**LUMO level (alpha / beta)**: 1.612 / 1.586 eV
**Energy**: -3495.10248 a.u.

```
! RIJCOSX wB97M-V def2-TZVPD def2/J DEFGRID3
* xyz -1 2
C 5.0810 -4.0505 1.1565
C 3.5697 -4.2303 1.1268
C 3.2855 -5.4360 0.2303
C 1.8537 -5.9370 0.2816
C 1.4489 -6.2543 1.6814
C 1.8890 -5.2033 2.7631
N 3.2638 -4.6489 2.5350
O 3.7185 -3.6247 3.4368
C 0.8117 -4.1182 2.8502
C 2.0718 -5.8322 4.1125
C 2.8699 -3.0503 0.5025
H 5.6169 -4.8521 1.6647
H 5.4078 -3.1460 1.6696
H 5.6391 -4.1923 0.2310
H 3.7051 -5.4278 -0.7757
H 3.8443 -6.2844 0.6254
H 1.7798 -6.8284 -0.3412
H 1.1462 -5.1652 -0.0213
H 1.7603 -7.2511 1.9938
H 0.3776 -6.3535 1.5066
H 1.2121 -3.2789 3.4187
H 0.5057 -3.7995 1.8537
H -0.1542 -4.3796 3.2825
H 2.1473 -5.0485 4.8663
H 1.1904 -6.4316 4.3402
H 3.0072 -6.3443 4.3381
H 2.8256 -2.1567 1.1251
H 1.8191 -3.1713 0.2392
H 3.3762 -2.6176 -0.3604
H 4.5166 -3.9401 3.8672
C 1.7660 1.2313 -0.9052
C 0.4532 0.9007 -0.1393
C -0.3994 2.2733 0.0937
C -1.3676 2.7232 -1.1032
C -2.2157 1.5673 -1.4765
C -1.4009 0.3419 -1.8818
N -0.4919 -0.1224 -0.7981
O 0.1175 -1.2835 -1.1254
C -2.4319 -0.7985 -2.0629
C -0.7635 0.6898 -3.2250
C 0.7565 0.3652 1.3157
H 1.6901 1.7737 -1.8475
H 2.2786 0.3111 -1.1856
H 2.4172 1.6864 -0.1589
H -0.9878 2.1288 0.9998
H 0.2264 3.1616 0.1801
H -0.7569 3.0364 -1.9499
H -1.8898 3.6263 -0.7872
H -2.9739 1.7963 -2.2254
H -2.9691 1.3211 -0.7282
H -3.2076 -0.6330 -2.8106
H -1.9590 -1.7555 -2.2835
H -2.9956 -0.8960 -1.1351
H -0.5796 -0.2891 -3.6677
H -1.4071 1.2238 -3.9241
H 0.2041 1.1806 -3.3297
H 1.1617 -0.6293 1.1291
H -0.1426 0.3420 1.9314
H 1.5588 0.9887 1.7103
H -0.3747 -1.8454 -0.5224
C 1.6448 4.2627 5.9891
C 0.6424 4.5624 4.9018
C -0.7755 4.6471 5.5140
C -1.8538 5.0648 4.5600
C -1.5695 6.4927 4.1880
C -0.2407 6.6480 3.5022
N 0.8053 5.9013 4.3127
O 2.0679 6.1053 3.8385
C -0.3986 6.0659 1.9906
C 0.0672 8.2503 3.4424
C 0.6849 3.3163 3.9840
H 1.6749 3.2625 6.4212
H 1.3572 4.9952 6.7434
H 2.6827 4.3634 5.6717
H -1.0989 3.6900 5.9232
H -0.8458 5.3084 6.3776
H -2.7989 4.9494 5.0906
H -1.7747 4.4380 3.6717
H -1.6083 7.1799 5.0333
H -2.4086 6.7508 3.5420
H -0.6077 5.0189 1.7711
H -1.1829 6.6156 1.4702
H 0.4348 6.3944 1.3696
H -0.0158 8.8181 4.3691
H 1.0569 8.4234 3.0198
H -0.5352 8.7629 2.6924
H 0.2936 2.3801 4.3821
H 1.7256 3.0750 3.7674
H 0.5193 3.5227 2.9266
H 2.1841 5.3686 3.2341
C 1.7259 3.9963 -6.9437
C 0.7657 5.0060 -6.2394
O 0.5641 4.5917 -4.8325
O 1.2791 2.6961 -6.8228
H 2.7064 4.1900 -6.5087
H 1.7950 4.2017 -8.0120
H -0.1511 5.1268 -6.8163
H 1.3946 5.8951 -6.2844
H 0.4931 3.6344 -4.8173
H 1.8742 2.1497 -7.3413
C -5.0716 -3.4494 -1.9534
C -5.3626 -3.9760 -0.4641
O -6.7102 -4.3140 -0.3190
O -5.7738 -2.2478 -2.2877
H -5.0357 -4.1860 -2.7560
H -3.9905 -3.3213 -1.8989
H -5.2853 -3.1031 0.1841
H -4.6811 -4.6807 0.0125
H -6.8661 -4.9801 -0.9926
H -6.7165 -2.4264 -2.3218
C 4.0976 0.1346 4.5220
C 2.5980 0.0381 4.7754
O 2.3125 -1.1905 5.5376
O 4.6116 -0.8797 3.7269
H 4.6105 0.0988 5.4832
H 4.3008 1.1173 4.0965
H 1.9434 -0.0516 3.9085
H 2.2141 0.9451 5.2423
H 2.4383 -0.9768 6.4650
H 4.1333 -1.6931 3.9032
C -2.1740 -3.4645 1.0596
O -1.9970 -3.5054 -0.1048
N -1.9716 -2.3484 1.7514
N -2.5689 -4.3801 1.8533
H -2.0848 -2.4052 2.7534
H -1.5278 -1.5296 1.3606
H -2.5682 -5.2994 1.4351
H -2.5278 -4.2273 2.8508
C -5.8301 0.5562 -0.4410
O -6.1437 1.4368 0.3489
N -5.4344 -0.5882 0.0313
N -5.9253 0.6656 -1.7484
H -5.3531 -0.7521 1.0246
H -5.2261 -1.2748 -0.6795
H -6.0980 1.5715 -2.1603
H -5.7541 -0.2075 -2.2263
C -1.4622 -4.3380 -3.4848
O -2.6863 -4.2338 -3.7154
N -0.9709 -4.2842 -2.3296
N -0.5381 -4.4017 -4.3103
H 0.0252 -4.1181 -2.3468
H -1.5534 -3.9313 -1.5838
H 0.2661 -3.8229 -4.1145
H -0.7866 -4.1894 -5.2660
C -2.5470 -1.8207 -5.9166
O -1.4102 -2.1115 -5.6571
N -3.5965 -1.7510 -5.2336
N -2.8907 -1.2105 -7.0432
H -4.4762 -1.5069 -5.6658
H -3.5915 -2.3116 -4.3935
H -2.2701 -0.9403 -7.7928
H -3.8822 -1.0896 -7.1927
C 2.4172 5.0571 -1.5663
O 2.6918 4.8632 -0.3946
N 1.2897 5.6154 -2.0352
N 3.1821 4.8233 -2.5908
H 1.3467 5.6110 -3.0436
H 0.4406 5.6426 -1.4889
H 2.9303 4.9900 -3.5546
H 4.0892 4.4224 -2.3997
C 2.7526 -2.6698 -3.6211
O 2.2217 -3.7330 -3.5043
N 3.9945 -2.4888 -3.9086
N 2.1468 -1.5370 -3.6964
H 4.6127 -3.2841 -3.8360
H 4.3451 -1.6035 -4.2456
H 1.1382 -1.5321 -3.6443
H 2.7135 -0.7037 -3.7650
*
```

No. 2
A 6-piece molecular cluster, C39H99N6O3PSSi overall. Source: the Open Molecules 2025 dataset; level of theory: wB97M-V/def2-TZVPD.

Calculated values
**LUMO level**: 0.614 eV
**SMILES**: CP(O)[C@@H](CN)O[C@H](S)CCO[Si](C)(C)C.CCN(CC)CC.CCN(CC)CC.CCN(CC)CC.CCN(CC)CC.CCN(CC)CC
**Energy**: -3128.62791 a.u.

```
! RIJCOSX wB97M-V def2-TZVPD def2/J DEFGRID3
* xyz 0 1
C 6.0166 -0.3247 -0.2596
P 6.4013 0.0818 -1.9970
O 5.1059 -0.6738 -2.7000
C 5.8954 1.8627 -1.9900
C 6.0041 2.4369 -3.4099
N 5.3360 3.7397 -3.5149
O 4.7070 2.2684 -1.3168
C 3.5284 1.5122 -1.4586
S 2.8910 1.3296 -3.1522
C 2.5123 2.1455 -0.5199
C 1.3160 1.2445 -0.2279
O 0.1501 1.6768 -0.9151
Si -0.9133 0.5791 -1.5627
C -2.6078 1.3615 -1.3939
C -0.8902 -1.0185 -0.5939
C -0.6296 0.2178 -3.3674
H 5.4962 -1.2775 -0.2165
H 5.4124 0.4415 0.2214
H 6.9584 -0.4072 0.2772
H 5.3353 -0.8704 -3.6057
H 6.7009 2.3210 -1.4061
H 7.0696 2.5067 -3.6418
H 5.5564 1.7640 -4.1411
H 5.4228 4.2403 -2.6395
H 5.8043 4.3025 -4.2119
H 3.6892 0.4742 -1.1685
H 2.2790 2.5113 -3.2078
H 3.0328 2.3879 0.4077
H 2.1664 3.0891 -0.9417
H 1.1027 1.2924 0.8393
H 1.6053 0.2297 -0.5043
H -3.1134 0.9263 -0.5303
H -2.5296 2.4308 -1.2096
H -3.2318 1.1803 -2.2656
H 0.1032 -1.4634 -0.5408
H -1.2669 -0.8601 0.4143
H -1.5218 -1.7422 -1.1115
H -1.4564 -0.4154 -3.6980
H 0.3055 -0.2976 -3.5766
H -0.6644 1.1319 -3.9594
C -3.4785 -6.2421 -2.1541
C -2.9747 -5.3108 -1.0679
N -3.8923 -5.1286 0.0387
C -3.5305 -3.9950 0.8664
C -2.1875 -4.0539 1.5982
C -4.2810 -6.3380 0.7396
C -3.1669 -7.2125 1.3314
H -4.4594 -5.9307 -2.5149
H -2.7742 -6.2086 -2.9854
H -3.5455 -7.2810 -1.8275
H -2.8175 -4.3233 -1.5127
H -1.9808 -5.6596 -0.7415
H -4.3246 -3.8189 1.5982
H -3.5301 -3.1126 0.2176
H -2.2149 -4.7356 2.4475
H -1.9401 -3.0648 1.9901
H -1.3735 -4.3511 0.9368
H -4.8731 -6.9541 0.0573
H -4.9712 -6.0549 1.5387
H -2.3658 -7.3966 0.6142
H -3.5782 -8.1837 1.6149
H -2.7309 -6.7734 2.2275
C 2.2103 -2.6084 -2.6633
C 0.9188 -3.1678 -3.2466
N 0.9782 -3.2766 -4.6934
C -0.3055 -3.4936 -5.3356
C -1.0390 -4.8203 -5.0882
C 2.0921 -4.0459 -5.2188
C 2.2480 -5.4985 -4.7488
H 2.4852 -1.6765 -3.1591
H 2.0828 -2.4007 -1.5991
H 3.0432 -3.3060 -2.7577
H 0.0993 -2.4841 -3.0110
H 0.6789 -4.1214 -2.7454
H -0.1622 -3.3709 -6.4126
H -0.9587 -2.6706 -5.0284
H -0.5583 -5.6530 -5.6001
H -2.0601 -4.7521 -5.4691
H -1.0999 -5.0608 -4.0262
H 3.0136 -3.5103 -4.9768
H 2.0217 -4.0210 -6.3089
H 2.1589 -5.5844 -3.6648
H 3.2374 -5.8686 -5.0246
H 1.5145 -6.1633 -5.2019
C 0.9991 3.6585 2.9011
C 1.2271 4.8490 3.8186
N 2.6307 5.0699 4.1171
C 2.8518 6.0034 5.2057
C 2.4159 7.4608 5.0079
C 3.5108 5.2032 2.9704
C 3.1996 6.3003 1.9474
H 1.5063 2.7722 3.2864
H -0.0668 3.4386 2.8297
H 1.3553 3.8470 1.8866
H 0.7264 4.6610 4.7720
H 0.7316 5.7312 3.3802
H 3.9158 5.9795 5.4560
H 2.3308 5.6039 6.0815
H 3.0682 7.9946 4.3177
H 2.4539 7.9872 5.9634
H 1.3931 7.5317 4.6360
H 3.5279 4.2443 2.4455
H 4.5253 5.3403 3.3524
H 2.1469 6.3012 1.6596
H 3.7852 6.1289 1.0417
H 3.4500 7.2953 2.3139
C -4.5317 -7.9709 5.2259
C -4.4006 -6.9297 6.3275
N -3.9390 -5.6406 5.8489
C -3.5030 -4.7501 6.9092
C -4.5412 -4.2801 7.9357
C -4.7448 -5.0417 4.8013
C -6.2360 -4.8078 5.0807
H -3.6034 -8.0603 4.6600
H -4.7575 -8.9421 5.6674
H -5.3372 -7.7353 4.5287
H -3.6649 -7.2838 7.0545
H -5.3590 -6.8644 6.8677
H -3.0411 -3.8762 6.4421
H -2.6975 -5.2616 7.4453
H -5.2373 -3.5557 7.5151
H -4.0340 -3.7950 8.7718
H -5.1169 -5.1125 8.3415
H -4.6665 -5.6754 3.9126
H -4.2823 -4.0936 4.5146
H -6.7093 -5.6853 5.5229
H -6.7541 -4.5963 4.1430
H -6.4069 -3.9597 5.7416
C 0.7927 5.4223 -3.2620
C 0.6098 6.4234 -2.1334
N 0.8152 7.7978 -2.5525
C 0.9704 8.7250 -1.4469
C -0.2100 8.9140 -0.4856
C -0.0203 8.2425 -3.6535
C -1.5424 8.1363 -3.4891
H 1.7619 5.5558 -3.7448
H 0.7471 4.4089 -2.8577
H 0.0137 5.5030 -4.0211
H 1.3480 6.2084 -1.3574
H -0.3782 6.2605 -1.6711
H 1.2545 9.6963 -1.8611
H 1.8316 8.3863 -0.8654
H -1.0234 9.4797 -0.9383
H 0.1210 9.4680 0.3957
H -0.6085 7.9591 -0.1397
H 0.2671 7.6751 -4.5423
H 0.2504 9.2784 -3.8718
H -1.8413 7.1573 -3.1120
H -2.0256 8.2730 -4.4583
H -1.9418 8.8942 -2.8168
*
```